<A>
{
  "formula": "C9H14",
  "method": "ωB97M-V/def2-TZVPD",
  "elements": ["C", "C", "H", "H", "H", "H", "H", "H", "C", "C", "C", "C", "C", "C", "C", "H", "H", "H", "H", "H", "H", "H", "H"],
  "positions_angstrom": [[-1.55164, -3.46452, -1.48482], [-0.47833, -2.86184, -2.41577], [-1.54219, -4.55322, -1.56542], [-1.29062, -3.22790, -0.45161], [-2.53415, -3.04656, -1.68897], [-0.05381, -1.99000, -1.90510], [-0.86709, -2.41084, -3.32876], [0.30937, -3.58014, -2.63368], [-1.03198, 2.44641, -0.34878], [0.70137, 0.72304, 0.31036], [-0.10630, 1.79102, 0.65765], [1.79716, 0.36136, 1.11087], [0.15971, 2.44857, 1.88400], [2.14743, 1.09747, 2.20955], [1.22127, 2.06030, 2.66005], [0.61948, 0.08676, -0.56561], [2.44592, -0.41234, 0.70849], [-1.11978, 1.90149, -1.28991], [-0.67462, 3.46788, -0.34409], [-0.55790, 3.19216, 2.21308], [3.05721, 0.94776, 2.77813], [1.43557, 2.66713, 3.53676], [-2.08608, 2.35602, -0.04641]],
  "e_homo_ha": [0.0496, -0.2105],
  "total_charge": -1,
  "multiplicity": 2,
  "orbital_gap_ha": [0.0913, 0.3472]
}

---

<B>
{
  "formula": "C9H14",
  "method": "ωB97M-V/def2-TZVPD",
  "elements": ["C", "C", "C", "C", "C", "C", "C", "H", "H", "H", "H", "H", "H", "H", "H", "C", "C", "H", "H", "H", "H", "H", "H"],
  "positions_angstrom": [[2.21059, -0.10994, 0.66949], [1.05613, -1.96919, -0.51682], [0.99377, -1.00974, 0.49610], [0.01239, -2.90944, -0.76613], [-1.14679, -2.79658, 0.01872], [-0.15544, -0.94996, 1.27260], [-1.24466, -1.85509, 1.04564], [2.00234, -2.13781, -1.02982], [-0.02021, -3.52163, -1.66312], [2.19560, 0.72291, -0.02950], [3.07147, -0.73212, 0.40010], [-1.90778, -3.55736, -0.11440], [-0.30587, -0.18437, 2.04283], [-2.18824, -1.86462, 1.60888], [2.44248, 0.22250, 1.71841], [-0.84605, 3.47895, -0.24434], [-0.95261, 2.19626, -1.09343], [-1.23560, 3.22138, 0.74035], [0.18766, 3.87026, -0.17585], [-1.52758, 4.26647, -0.60937], [0.11931, 1.89193, -1.28825], [-1.46866, 2.31795, -2.03640], [-1.29224, 1.40922, -0.44569]],
  "e_homo_ha": [0.0366, -0.1245],
  "total_charge": -1,
  "multiplicity": 2,
  "orbital_gap_ha": [0.0996, 0.2593]
}

---

<C>
{
  "formula": "C9H14",
  "method": "ωB97M-V/def2-TZVPD",
  "elements": ["C", "C", "H", "H", "H", "H", "H", "H", "C", "C", "C", "C", "C", "C", "C", "H", "H", "H", "H", "H", "H", "H", "H"],
  "positions_angstrom": [[-0.61233, 3.39304, -0.88107], [0.05212, 4.65517, -1.41227], [0.02370, 2.51343, -0.87345], [-1.04547, 3.47873, 0.11163], [-1.45465, 3.15008, -1.50689], [1.13704, 4.67603, -1.31270], [-0.31199, 5.54629, -0.88955], [-0.20885, 4.83230, -2.45430], [0.69562, -4.27839, 0.22135], [-0.46132, -0.18177, 0.90910], [0.46546, -0.49664, -0.08052], [-0.86603, -1.18223, 1.77156], [0.86636, -1.79929, -0.29126], [-0.49606, -2.50115, 1.53176], [0.35793, -2.84040, 0.48488], [-0.68145, 0.86266, 1.08598], [0.89940, 0.33129, -0.63332], [-1.48800, -0.94202, 2.62633], [1.62956, -1.97669, -1.04292], [-0.90120, -3.27501, 2.17259], [1.76842, -4.39138, 0.02891], [0.20212, -4.69301, -0.65684], [0.42960, -4.88103, 1.09100]],
  "e_homo_ha": [0.0507, -0.2117],
  "total_charge": -1,
  "multiplicity": 2,
  "orbital_gap_ha": [0.0813, 0.3524]
}

---

<D>
{
  "formula": "C9H14",
  "method": "ωB97M-V/def2-TZVPD",
  "elements": ["C", "C", "H", "H", "H", "H", "H", "H", "C", "C", "C", "C", "C", "C", "C", "H", "H", "H", "H", "H", "H", "H", "H"],
  "positions_angstrom": [[-1.51309, -3.45401, 2.25590], [-0.47577, -4.05554, 1.29455], [-2.03807, -2.69563, 1.70794], [-2.15509, -4.22788, 2.66778], [-0.93610, -3.05075, 3.09707], [-1.02267, -4.36437, 0.40492], [0.33760, -3.35422, 1.08503], [0.08239, -4.83683, 1.88027], [-1.19274, 3.19074, -0.43917], [1.75172, 1.02829, -1.55152], [1.63899, -0.08740, -0.72042], [0.85506, 2.11496, -1.46917], [-0.34777, 1.94825, -0.70490], [0.53213, -0.12263, 0.16931], [-0.42332, 0.90103, 0.15997], [2.63974, 1.00666, -2.20737], [2.40320, -0.86728, -0.90052], [0.96763, 2.93938, -2.15109], [0.58152, -0.98099, 0.83351], [-0.68187, 4.15058, -0.40165], [-1.64675, 3.03233, 0.58454], [-1.21125, 0.73309, 0.87322], [-1.96858, 3.48982, -1.15735]],
  "e_homo_ha": [0.0355, -0.1317],
  "total_charge": -1,
  "multiplicity": 2,
  "orbital_gap_ha": [0.0933, 0.2586]
}

---

Unit: kcal/mol. Relative energies: <A> 9.6; <B> 7.2; <C> 0.0; <D> 13.5.

---

<A>
{
  "formula": "C9H14",
  "method": "ωB97M-V/def2-TZVPD",
  "elements": ["C", "C", "H", "H", "H", "H", "H", "H", "C", "C", "C", "C", "C", "C", "C", "H", "H", "H", "H", "H", "H", "H", "H"],
  "positions_angstrom": [[2.87397, 0.14595, 1.10279], [3.34451, 0.95815, -0.07213], [2.47823, 0.71844, 2.00448], [2.15104, -0.46652, 0.63602], [3.54330, -0.66808, 1.50215], [2.58296, 1.11048, -0.80377], [4.24935, 0.51064, -0.49519], [3.54611, 2.04507, 0.20835], [-2.34535, -1.77820, 1.26822], [-0.64100, 1.18203, -0.33186], [-0.98205, 0.29566, 0.58349], [-1.15370, 1.23916, -1.65782], [-1.84462, -0.78740, 0.21173], [-1.91586, 0.17024, -2.01532], [-2.20219, -0.92394, -1.13657], [0.12757, 2.02862, -0.12441], [-0.52241, 0.27824, 1.58670], [-0.82874, 1.89783, -2.40629], [-2.10910, -0.04415, -3.06080], [-1.77515, -2.00977, 2.16576], [-2.66005, -2.77934, 0.80498], [-2.66293, -1.75393, -1.71687], [-3.25390, -1.36918, 1.74633]],
  "e_homo_ha": [0.0422, -0.1356],
  "total_charge": -1,
  "multiplicity": 2,
  "orbital_gap_ha": [0.1016, 0.2724]
}

---

<B>
{
  "formula": "C9H14",
  "method": "ωB97M-V/def2-TZVPD",
  "elements": ["C", "C", "H", "H", "H", "H", "H", "H", "C", "C", "C", "C", "C", "C", "C", "H", "H", "H", "H", "H", "H", "H", "H"],
  "positions_angstrom": [[-2.64072, -1.50550, -1.90757], [-2.33117, -0.38699, -0.94485], [-2.22314, -2.44290, -1.63080], [-3.75866, -1.40899, -2.04847], [-2.25900, -1.27679, -2.89131], [-1.22963, -0.03811, -1.19993], [-2.94346, 0.47931, -1.18183], [-2.41939, -0.66890, 0.02586], [2.65280, -1.06589, -0.11666], [1.33214, 2.28258, 1.46006], [2.25424, 1.19613, 1.05311], [-0.01104, 1.98337, 1.47726], [1.79136, -0.02134, 0.40588], [-0.42798, 0.64723, 1.26523], [0.43141, -0.22752, 0.55714], [1.66683, 3.12266, 2.01072], [3.26714, 1.51943, 1.09479], [-0.66196, 2.80103, 1.77094], [-1.46850, 0.24416, 1.37572], [2.53482, -1.21427, -1.17082], [2.84114, -2.04914, 0.49035], [-0.15486, -1.17910, 0.23978], [3.75762, -0.79047, -0.13460]],
  "e_homo_ha": [0.0283, -0.1281],
  "total_charge": -1,
  "multiplicity": 2,
  "orbital_gap_ha": [0.1141, 0.2629]
}

---

Unit: kcal/mol. Relative energies: <A> 0.0; <B> 11.0.